(1)
Computed, not measured: a molecular structure, C46H49IN7SbTi in a non-equilibrium geometry, with wB97M-V/def2-TZVPD.

Results
LUMO level (alpha / beta), eV: -2.0 / -2.0
HOMO energy (alpha / beta), eV: -9.143 / -9.253
Energy relative to the best compared isomer or geometry (same formula, charge and spin), kJ/mol: 139.6
<S²>: 0.761
Gap between HOMO and LUMO (alpha / beta), eV: 7.1751 / 7.2827
M, g mol⁻¹: 996.48

ORCA input file:
```
! RIJCOSX wB97M-V def2-TZVPD def2/J DEFGRID3
* xyz 1 2
C -4.49657 1.80008 2.20892
H 2.52097 5.08816 -0.98836
H 4.27899 0.50386 -3.85137
C 0.68964 0.96654 -5.06942
C -3.88604 -0.46230 1.68621
C 1.89434 -0.15810 -3.29913
H 3.21869 -3.05020 -0.29613
N 1.75029 -0.40854 -0.84801
H 3.97177 -0.59578 0.23421
C 0.53845 -2.94194 -2.53517
H 0.12063 1.82494 -5.40428
H -3.12813 -1.73508 -5.03026
Ti 0.12879 -0.41421 0.08472
H 2.33546 -3.61363 2.42412
C -4.00907 -1.93145 1.95777
C 4.74547 0.23440 -2.91374
H 2.24667 -2.10012 1.48046
H 4.08783 -5.26388 -0.52004
C 0.31196 -4.81971 1.28400
C 2.13971 -3.17774 1.44392
H 2.83443 -1.99971 -3.88133
C 0.96097 -0.07654 -5.94314
H 6.47871 -0.53982 0.43580
H 6.71929 0.56322 -3.68090
C -2.49486 -1.50517 -4.18217
C 0.76418 -3.53031 0.96443
H 0.53425 3.81666 3.53139
C 2.43985 -0.23825 -1.89302
H -3.65638 3.25368 0.85159
H 0.21924 -3.83109 -1.99285
H -1.28754 -6.24676 1.16901
C 2.22421 2.52832 3.91071
C -0.59119 2.94176 -1.14604
H -2.06517 -2.38455 -0.42200
C -0.69645 4.27340 -1.52701
Sb -2.39557 1.84691 -1.56187
N 1.20473 1.05818 1.72579
H -3.08539 -2.44877 1.71479
C 0.43114 5.07814 -1.46125
C -0.42898 -1.06398 2.28531
N 0.55113 2.38255 -0.70822
H -4.25725 -2.11140 3.00345
C -1.85396 -0.09287 -2.35814
H 0.45138 -1.46264 2.79400
C 1.73549 -1.14525 -5.50590
C -0.04419 -2.57490 0.32649
H -1.22726 -3.21054 -4.41493
H -1.15257 -1.87466 2.28689
H 4.63716 -2.31315 1.50194
C 4.57999 -3.35797 1.22040
H -5.03002 2.52147 2.81619
I -1.30621 0.10334 3.92992
C -3.72961 2.20801 1.12920
C -4.58210 0.45028 2.47662
H -5.16127 0.08840 3.31727
C -3.06906 1.23895 0.38401
C 4.60940 -0.39610 -0.61933
H 2.93311 1.53121 -0.13290
H 1.32686 -2.45293 -1.97629
C 6.13242 0.27966 -2.81565
H 2.30859 -5.25138 -0.40430
N -3.13474 -0.07124 0.64689
N 3.28549 -3.63136 0.54238
H 5.40072 -3.60489 0.55242
C 2.20124 -1.17822 -4.20082
H 1.98959 -1.94781 -6.18867
C 1.16072 0.92783 -3.76121
C -0.94517 -5.24931 0.92047
C 1.64517 3.16297 -0.65688
C 2.96048 2.60877 -0.18379
H 3.44244 2.84340 5.53205
H -0.31827 2.45019 1.70427
C 2.83735 1.35024 3.46366
C -1.34120 -3.05727 0.01836
C 1.08219 2.93450 3.22223
C 2.30510 0.68961 2.38337
H 0.39266 6.11920 -1.75755
N -0.85667 -0.92909 -1.97742
H -3.45508 0.35508 -3.70688
H 4.62984 -3.97858 2.11179
C 6.76381 -0.02735 -1.62289
H -1.64085 4.66425 -1.88274
C 5.99226 -0.34690 -0.51260
C 1.60788 4.50768 -1.03429
H 0.99216 1.77979 -3.11347
C 3.23501 -5.05865 0.12314
C 0.60236 2.15905 2.19061
H 2.18250 3.98321 5.35444
H 3.19063 3.00802 0.80805
C -0.62901 -2.01489 -2.75401
H -4.80790 -2.35473 1.34241
H 0.59064 -0.05032 -6.96102
C -1.77722 -4.34472 0.26918
H 3.72321 0.96722 3.95607
H -2.78108 -4.64181 -0.01633
H 2.81564 -0.18789 2.00061
H 7.84469 -0.00181 -1.55294
C 3.95812 -0.13556 -1.82267
H 0.94160 -5.49093 1.86363
H 3.75906 2.92051 -0.86101
C -2.67960 -0.35197 -3.44271
N 2.74051 3.25591 4.94615
H 3.28745 -5.68196 1.01192
C -1.44669 -2.32185 -3.83711
H 0.91169 -3.25770 -3.51045
*
```

(2)
Computed, not measured: a molecular structure, C46H50CaN11OSi2Te, with wB97M-V/def2-TZVPD.

Results
LUMO level, eV: -2.2
HOMO energy, eV: -8.998
Energy relative to the best compared isomer or geometry (same formula, charge and spin), kJ/mol: 130.8
Gap between HOMO and LUMO, eV: 6.7517
M, g mol⁻¹: 996.83

ORCA input file:
```
! RIJCOSX wB97M-V def2-TZVPD def2/J DEFGRID3
* xyz 1 1
N 2.88908 -3.81053 3.55684
H 4.41832 -0.04475 -2.66949
H 1.97189 4.46608 2.31475
H 4.68123 1.86547 -0.59879
Te 2.20197 1.01823 -0.67117
C 2.33316 3.43657 2.26986
C -1.46205 1.09878 -3.24747
H -5.46904 5.20591 -2.75242
C -2.17532 -2.29162 -3.70557
C -5.24498 -1.06337 0.81602
C -5.68362 -0.24654 -0.18029
C -3.11901 0.15663 0.79549
C 0.14743 4.89900 -0.69527
H -1.65949 -2.17995 3.48394
C -1.53620 -3.38183 -2.88926
H 4.24263 5.70714 0.74810
C -3.39174 -1.70875 2.31239
C -2.07206 -3.72762 -1.65460
H 1.21693 2.58564 -2.59267
C 2.25568 2.36202 -2.34009
H 5.03560 0.18497 -4.30511
C -0.18607 -5.17247 -1.23991
C -2.03331 4.30316 -1.24852
H -6.66548 -0.40058 -0.60973
H 2.80321 3.89308 -5.02324
C -0.90354 -0.66197 -2.23931
Ca -0.67586 1.82216 -0.06824
C 0.04669 6.13649 -1.33906
H 2.59501 -5.09099 5.75199
N -3.16638 -5.05171 0.85201
H 0.51792 -4.51078 3.31490
H 1.54418 2.82024 1.83203
H -1.94213 -2.38472 -4.76450
C -4.32989 3.73940 -1.68156
C -1.33732 -5.39341 3.91868
N -0.83024 4.01781 -0.65772
H 0.88389 6.82002 -1.34083
C 4.64990 0.70679 -3.42681
C 1.92304 0.68188 -4.84095
C -3.93413 -0.87263 1.31425
N -3.14916 -5.29322 2.22576
H 1.47830 -1.50782 5.31815
H 4.43480 3.78669 -4.35617
C 1.83949 -4.30778 5.70046
N -2.81850 2.18057 -0.45462
N -0.73580 0.65376 -2.18147
H -4.01893 -2.48109 2.73976
C -2.09627 -1.55419 2.71839
Si 3.93260 3.31701 1.28933
C -2.22035 5.53825 -1.91240
N 2.26731 -3.37669 4.67327
H -5.85439 -1.86580 1.20940
H -0.48985 -1.38588 -1.55750
H 1.83604 -3.77824 6.65301
C -4.90474 0.82537 -0.66471
H -1.57149 2.14070 -3.50416
C 5.38781 3.23848 2.45154
C 0.46706 -4.88468 5.42696
C 2.95498 -2.72241 2.82220
H 5.33688 2.35151 3.08660
H -3.60046 6.80185 -3.00015
C -1.91012 -5.29989 2.57735
C 0.32611 -4.85750 -2.48719
H 3.42142 -2.72188 1.85015
C -1.39139 -4.61365 -0.82555
Si 3.14881 1.71821 -3.88570
H 2.70350 3.28535 -1.96855
H 4.03462 2.94319 -5.85282
H 0.07194 -3.69766 -4.27248
H 4.99728 4.69268 -0.47961
H -3.00279 -3.28900 -1.31121
H 1.60583 -0.19479 -4.26876
H 3.25335 4.94939 -0.49526
C -4.49300 4.97011 -2.34780
N 2.40270 -1.61631 3.38723
H -3.25905 -2.29173 -3.59228
C -0.34290 -3.96031 -3.30635
C -3.11991 3.33606 -1.13230
H -3.08611 -6.29024 4.77353
C -0.05883 -4.89545 4.14592
H 0.11142 -5.39040 7.48231
C -0.28854 -5.39910 6.47497
N -1.68252 -0.97485 -3.27144
N -1.81112 0.26509 1.19397
C -1.13642 6.44112 -1.95005
C -2.09226 -5.91008 4.96592
C -1.32999 -0.55670 2.10501
H 1.25339 -5.30504 -2.81820
H 0.33926 -5.86123 -0.59140
H -0.28401 -0.43424 2.37303
H 1.06679 4.61601 -0.19090
H 6.32890 3.20195 1.89829
H 2.35596 0.32848 -5.77888
H 1.03072 1.26272 -5.08687
C -3.47115 5.85820 -2.48760
C 1.97868 -2.07411 4.54835
H -2.13079 -6.31954 7.06651
H 4.37590 0.90778 0.83217
C -1.93797 -4.92389 0.49551
H -5.20486 3.12641 -1.58112
H 2.47974 3.09340 3.29547
H 5.45582 1.33842 -3.04526
C 3.99197 1.74037 0.23940
H 5.42038 4.11441 3.10280
C 3.65240 3.22307 -4.86903
H -5.32162 1.40593 -1.46648
N -2.03406 0.14564 -3.93755
O -1.07723 -5.08570 1.52870
C -3.64662 1.12203 -0.16012
C -1.55555 -5.91767 6.24361
H -1.26919 7.38828 -2.45910
C 4.11594 4.79702 0.15737
*
```

Question: The highest M belongs to which entry?
Answer: C46H50CaN11OSi2Te